Entry 1:
19
Properties=species:S:1:pos:R:3 method="wB97M-V/def2-TZVPD" lumo_energy_ev="-0.8 / -0.7" orbital_gap_ev="7.426 / 7.718" molar_mass_g_mol=153.2 e_tot_ev=-14673.7828
F -2.94 -2.36 0.30
O -0.23 -2.40 -1.34
N -0.10 -2.26 -0.12
C 0.88 -1.50 0.45
C 0.61 0.00 0.05
C 1.09 0.46 -1.16
C -0.19 0.76 0.90
C -0.37 2.08 0.49
C 0.92 1.77 -1.48
C -1.92 -2.00 1.05
C 0.13 2.62 -0.68
H 0.71 -1.44 1.61
H 1.91 -1.69 0.27
H -0.05 3.58 -1.13
H -0.53 0.49 1.89
H 1.44 2.28 -2.30
H -1.93 -2.74 1.86
H -1.03 2.59 1.21
H 1.59 -0.24 -1.88

=====

Entry 2:
112
Properties=species:S:1:pos:R:3 method="wB97M-V/def2-TZVPD" lumo_energy_ev=-3.9 orbital_gap_ev=7.115 molar_mass_g_mol=758.5 charge=+1 e_tot_ev=-90709.4424
P 2.07 3.12 1.68
P 7.49 7.10 4.59
P -1.28 -8.12 -3.77
O 6.74 6.26 3.62
O -1.95 -8.44 -2.31
O 2.95 3.52 0.56
O 1.77 4.58 2.37
O -2.90 -2.74 -1.22
O 6.43 7.12 5.85
O -9.01 0.97 -3.42
O 0.62 2.83 0.95
O 1.74 2.37 3.07
O -1.83 -9.38 -4.66
O 8.15 8.47 5.09
O 8.64 6.09 5.18
O 0.15 -8.49 -3.60
O -2.48 -7.18 -4.32
N -2.61 -0.33 -1.05
N -6.22 -2.85 -4.05
N -3.96 -1.36 -3.03
C -1.27 -8.11 -1.11
C 10.37 8.69 6.09
C 2.35 6.64 1.23
C 0.57 2.13 -0.28
C -1.44 -6.64 -0.75
C -5.82 -1.81 -1.33
C 4.55 5.60 5.91
C 0.43 2.39 3.65
C -0.25 1.02 3.50
C -5.39 -1.10 -2.61
C -4.38 -6.43 -3.00
C -7.61 1.30 -3.57
C -6.43 -1.42 -3.70
C -6.17 -1.09 -0.23
C 10.48 5.93 3.59
C -3.73 -2.46 -4.03
C -0.94 -10.08 -5.54
C -3.85 -7.45 -4.01
C -0.50 -11.39 -4.92
C 2.75 5.63 2.28
C 0.67 0.62 -0.07
C 5.03 7.00 5.61
C 8.87 8.57 6.33
C -8.12 0.18 -2.70
C -7.88 -1.26 -3.25
C 9.35 5.22 4.31
C -4.97 -2.92 -4.81
B -3.12 -1.51 -1.74
H 3.53 5.45 5.55
H 1.48 7.22 1.56
H -3.36 0.22 -0.63
H 8.68 4.74 3.59
H -1.49 -10.28 -6.46
H -0.18 3.19 3.23
H -2.12 0.25 -1.74
H -1.33 -12.10 -4.89
H 1.56 0.36 0.50
H 0.70 0.11 -1.03
H 8.63 7.73 6.99
H -5.21 -5.87 -3.43
H 10.11 6.81 3.06
H 8.50 9.47 6.82
H -2.49 -6.42 -0.54
H -6.23 -0.81 -4.59
H -4.80 -3.95 -5.11
H -4.76 -6.93 -2.11
H -0.21 -8.37 -1.17
H -7.18 -1.16 0.16
H -0.20 0.26 0.48
H -1.70 -8.73 -0.32
H -5.42 -0.47 0.27
H -0.47 0.59 4.47
H 4.52 7.72 6.26
H -3.61 -0.50 -3.46
H 0.57 2.62 4.70
H -7.01 -3.11 -4.63
H 9.77 4.42 4.94
H -4.39 -7.36 -4.95
H -5.86 -2.90 -1.35
H -7.23 1.07 -4.55
H 3.17 7.34 1.02
H -5.06 -2.30 -5.72
H 4.79 7.28 4.58
H -3.61 -5.72 -2.70
H 3.74 5.23 2.09
H -5.48 -0.03 -2.40
H -3.36 -2.89 -0.39
H 2.07 6.15 0.29
H -7.36 2.23 -3.06
H 4.56 5.41 6.99
H -1.13 -6.00 -1.58
H -8.17 -1.95 -2.45
H 10.91 7.89 6.59
H 1.35 2.47 -0.96
H -0.16 -11.26 -3.89
H 0.31 -11.84 -5.50
H 0.38 0.32 2.96
H 10.75 9.63 6.48
H -8.51 -1.30 -4.14
H 10.61 8.65 5.03
H -8.05 0.32 -1.62
H 11.24 6.27 4.30
H -0.08 -9.46 -5.80
H 5.19 4.84 5.46
H 10.96 5.27 2.87
H -3.25 -3.34 -3.60
H -1.20 1.12 2.97
H -0.85 -6.39 0.13
H -0.39 2.37 -0.74
H -3.03 -2.08 -4.78
H 2.79 6.12 3.26
H -3.98 -8.47 -3.66

=====

Entry 3:
121
Properties=species:S:1:pos:R:3 method="wB97M-V/def2-TZVPD" lumo_energy_ev=0.5 orbital_gap_ev=8.552 molar_mass_g_mol=698.9 e_tot_ev=-64673.6852
O -3.71 -2.34 -5.80
O 1.85 8.51 -0.48
O -3.80 -3.77 4.68
O -2.14 -0.67 4.63
O 4.06 -1.34 2.52
O -5.48 -0.90 -0.47
O 10.39 -1.48 3.73
O -1.33 0.38 2.07
O 2.51 3.81 0.77
O -0.84 -5.82 -2.12
O -6.37 1.21 -5.30
N -4.36 -4.28 2.51
N -3.20 -4.20 -2.67
N 3.87 6.43 -0.01
N -1.94 -0.52 6.89
N -0.82 1.04 5.53
N -4.23 -2.03 3.22
N -4.79 0.89 -3.14
N 6.82 -2.25 3.53
C 2.26 7.60 -1.45
C 1.71 3.21 1.75
C 6.01 -2.86 2.52
C 3.67 4.32 1.36
C 4.47 5.24 0.43
C 8.20 -1.94 3.09
C -7.23 1.38 -6.41
C 0.37 -6.49 -2.32
C 11.43 -1.49 4.72
C -4.28 0.98 -1.77
C -0.61 -1.78 1.11
C -0.76 -4.44 -2.49
C -3.37 -3.98 -4.07
C 1.96 9.85 -0.88
C -0.19 -0.43 1.68
C 2.74 6.28 -0.90
C -4.25 -0.34 -1.02
C 9.14 -1.80 4.28
C -1.99 -3.73 -1.98
C -6.73 -0.62 -1.07
C -1.60 -0.10 5.60
C -4.31 -1.14 -6.24
C -4.12 -3.38 3.56
C 3.61 -1.14 1.22
C -3.52 -2.49 -4.40
C -5.31 2.12 -5.17
C -4.72 2.17 -3.77
C 4.53 -2.65 2.79
H 6.04 -3.95 2.37
H 0.18 -4.04 -2.07
H 0.58 -6.55 -3.39
H 0.25 -7.48 -1.88
H -4.14 -1.10 -7.32
H -3.73 2.64 -3.78
H -4.12 -5.23 2.73
H 1.92 5.83 -0.33
H -7.44 -1.34 -0.66
H -1.76 -0.15 2.78
H 3.40 4.98 2.21
H 1.42 7.39 -2.12
H 4.37 -1.25 0.44
H 0.78 2.85 1.32
H -7.73 2.34 -6.25
H -6.67 -0.68 -2.15
H -4.77 -4.01 1.64
H 8.19 -1.00 2.53
H 3.83 -3.38 2.36
H -3.80 -1.41 3.89
H 4.39 -2.78 3.87
H -2.50 -4.27 -4.66
H -2.21 -4.02 -0.95
H -3.59 -0.39 -0.17
H 3.31 -0.09 1.13
H -2.58 -1.27 7.05
H 8.75 -1.00 4.91
H -1.86 -2.65 -2.12
H 1.24 -6.07 -1.80
H 1.25 10.01 -1.72
H 1.44 3.93 2.52
H -6.66 1.37 -7.34
H 9.10 -2.74 4.84
H 1.68 10.56 -0.11
H 11.04 -1.17 5.69
H -5.26 2.89 -3.12
H -7.95 0.57 -6.34
H -5.62 0.35 -3.15
H 3.01 5.65 -1.75
H -3.25 1.32 -1.87
H -4.86 1.72 -1.19
H 0.54 0.16 1.13
H 4.26 3.58 1.91
H 2.93 10.07 -1.34
H -7.12 0.36 -0.76
H 4.81 4.56 -0.36
H -1.41 -0.19 7.67
H 8.52 -2.74 2.42
H -5.35 -1.10 -5.95
H 5.40 5.38 0.98
H 6.31 -2.52 1.51
H -0.50 1.35 4.63
H 2.19 2.33 2.19
H 0.31 -0.65 2.64
H -4.42 -1.65 2.32
H -0.29 1.28 6.34
H 3.80 7.20 0.62
H 12.19 -0.77 4.40
H -5.76 3.11 -5.33
H -3.76 -4.87 -2.20
H -4.47 1.90 -5.83
H -0.69 -4.41 -3.58
H -3.94 -1.09 -1.75
H 6.42 -1.36 3.81
H 0.28 -2.41 1.19
H -4.32 -2.00 -3.83
H -2.57 -1.97 -4.18
H 2.71 -1.72 1.01
H 3.06 7.94 -2.13
H -1.42 -2.19 1.72
H -0.88 -1.75 0.05
H -4.29 -4.44 -4.43
H 11.80 -2.52 4.80
H -3.67 -0.27 -6.01

=====

Entry 4:
40
Properties=species:S:1:pos:R:3 method="wB97M-V/def2-TZVPD" lumo_energy_ev=0.5 orbital_gap_ev=8.807 molar_mass_g_mol=356.3 e_tot_ev=-36159.4081
F -1.50 2.55 1.26
F -3.11 1.25 0.64
F -1.71 1.99 -0.81
O 3.02 2.10 1.61
O 0.43 0.59 3.01
O 0.57 3.37 3.26
O 1.51 4.98 2.10
N 0.47 0.60 0.76
N -2.37 -1.40 -0.54
C 1.07 0.65 1.96
C -0.44 -2.97 -3.10
C -1.35 -3.84 -3.67
C 2.92 3.11 2.59
C -0.95 0.28 0.72
C -2.21 -2.27 -1.58
C -1.18 -0.75 -0.34
C -0.24 -1.19 -1.22
C 1.15 -0.64 -1.24
C -1.81 1.54 0.45
C -2.67 -3.92 -3.21
C 1.59 3.90 2.61
C 1.13 0.71 -0.53
C 2.59 0.82 2.00
C -3.12 -3.15 -2.17
C -0.87 -2.17 -2.04
H -1.24 -0.07 1.72
H 3.11 2.70 3.59
H 1.83 -1.33 -0.73
H -3.34 -4.61 -3.69
H 0.57 1.43 -1.14
H 3.71 3.83 2.34
H 0.57 -2.91 -3.45
H -4.13 -3.21 -1.82
H -3.23 -1.22 -0.05
H 2.90 0.59 3.03
H 2.13 1.12 -0.39
H 3.07 0.11 1.32
H 1.51 -0.52 -2.26
H 0.65 2.43 3.51
H -1.04 -4.47 -4.49

=====

Entry 5:
14
Properties=species:S:1:pos:R:3 method="wB97M-V/def2-TZVPD" lumo_energy_ev=0.2 orbital_gap_ev=9.393 molar_mass_g_mol=116.1 e_tot_ev=-11749.7564
F -1.33 -3.11 0.14
F -0.62 -2.39 -1.99
C 0.58 -1.93 -0.05
C -0.74 -2.15 -0.54
C -0.27 3.07 0.21
C 0.40 1.76 0.32
C 1.09 -0.79 0.41
C 0.61 0.51 0.58
H -0.23 3.54 1.17
H 2.08 -0.84 0.68
H -1.54 -1.28 -0.45
H -1.50 2.82 0.11
H 0.19 3.69 -0.76
H 1.29 -2.91 0.18

=====

Entry 6:
21
Properties=species:S:1:pos:R:3 method="wB97M-V/def2-TZVPD" lumo_energy_ev=1.1 orbital_gap_ev=9.781 molar_mass_g_mol=111.2 e_tot_ev=-8957.3165
N -0.38 -3.92 0.02
C 1.29 3.05 0.12
C -0.47 -2.47 -0.37
C 0.17 2.14 0.28
C -0.78 -0.08 0.35
C -0.68 -1.50 0.83
C 1.48 3.93 -0.88
C 0.45 0.82 0.29
H -1.18 -4.23 0.55
H -1.70 -1.77 1.32
H 2.40 4.54 -1.11
H -1.24 -2.15 -1.15
H -1.66 0.37 0.90
H -0.51 -4.55 -0.80
H 0.50 -2.28 -0.88
H -1.12 -0.13 -0.73
H 2.07 2.82 0.90
H -0.85 2.70 0.34
H 0.85 4.02 -1.77
H 1.39 0.43 0.11
H -0.01 -1.74 1.69

=====

Entry 7:
17
Properties=species:S:1:pos:R:3 method="wB97M-V/def2-TZVPD" lumo_energy_ev="-0.5 / -0.7" orbital_gap_ev="8.155 / 7.471" molar_mass_g_mol=144.2 e_tot_ev=-21276.9500
S -0.25 -0.27 -1.56
O -1.41 -0.97 -1.06
O -0.19 0.01 -2.98
C 1.18 -1.10 -1.02
C -0.33 -0.87 1.71
C -0.17 1.32 -0.67
C -1.26 0.02 1.25
C -0.19 1.00 0.80
C 0.77 -0.09 1.28
H -2.33 0.07 1.25
H -0.40 -1.83 2.18
H 0.74 1.82 -0.99
H 1.81 -0.06 1.54
H -1.04 1.90 -0.98
H 2.12 -0.72 -1.37
H -0.15 1.92 1.40
H 1.09 -2.14 -0.78

=====

Entry 8:
68
Properties=species:S:1:pos:R:3 method="wB97M-V/def2-TZVPD" lumo_energy_ev="4.1 / 2.3" orbital_gap_ev="5.278 / 3.393" s2=3.790 multiplicity=4 molar_mass_g_mol=717.7 charge=-2 e_tot_ev=-120274.5641
Sb 0.94 -4.82 1.74
V -0.09 -1.82 1.04
S 0.53 -3.56 -0.31
S -0.12 -6.85 1.47
S -0.71 -3.31 2.73
Si 1.36 -0.10 -2.14
Si -1.83 -0.12 -2.55
Si -0.40 2.05 -0.52
O 2.01 -0.67 -0.73
O 1.37 -1.56 1.79
O -0.74 -0.16 2.23
N -4.20 -2.25 0.39
N -6.44 -1.35 0.72
N -1.83 -1.79 0.38
C 1.32 0.09 3.45
C 3.43 -1.30 2.99
C 3.22 -1.38 -0.63
C 1.16 2.25 0.60
C -5.35 -1.72 0.58
C 1.98 0.83 4.44
C -0.08 0.36 3.18
C -1.97 0.64 -4.33
C -0.04 1.96 5.04
C -0.39 3.68 -1.57
C -3.53 0.36 -1.81
C 2.55 1.28 -2.78
C 1.47 -1.47 -3.47
C 1.98 -0.92 2.70
C 1.33 1.76 5.22
C -1.94 2.21 0.59
C -3.00 -1.94 0.45
C -1.80 -2.01 -2.83
C -0.32 0.59 -1.69
C -0.72 1.29 4.05
H -2.84 2.39 0.02
H 2.78 1.98 -1.98
H 1.67 1.30 0.67
H 1.21 -2.43 -3.04
H 2.07 1.85 -3.57
H -1.19 -2.49 -2.08
H 3.79 -0.99 0.22
H 4.10 -0.51 2.66
H -0.41 4.56 -0.94
H 1.87 2.32 5.97
H -2.79 -2.45 -2.76
H 1.86 2.98 0.21
H -1.77 1.46 3.90
H 2.47 -1.56 -3.89
H -3.56 0.17 -0.74
H -2.86 0.29 -4.83
H -1.39 -2.27 -3.80
H -4.34 -0.22 -2.26
H 3.00 -2.44 -0.47
H 0.50 3.73 -2.19
H -0.57 2.66 5.69
H -2.08 1.29 1.15
H 3.66 -2.22 2.46
H 0.79 -1.29 -4.30
H -3.75 1.41 -1.97
H -2.02 1.73 -4.27
H 3.58 -1.46 4.06
H -1.11 0.39 -4.94
H 3.83 -1.28 -1.54
H 3.49 0.89 -3.17
H -1.84 3.01 1.32
H -1.25 3.72 -2.23
H 3.04 0.68 4.60
H 0.90 2.55 1.61

=====

Entry 9:
9
Properties=species:S:1:pos:R:3 method="wB97M-V/def2-TZVPD" lumo_energy_ev="-14.2 / -12.4" orbital_gap_ev="3.888 / 5.758" molar_mass_g_mol=144.6 charge=+2 e_tot_ev=-59634.7081
Ga 2.38 0.94 0.36
F -0.70 -0.09 -2.87
O 1.29 -0.23 0.22
C 0.91 -1.32 1.00
C -0.08 -2.11 0.57
Li -1.00 -0.07 -0.08
Li 0.30 -1.18 -1.97
H -0.30 -2.92 1.28
H 1.49 -1.39 1.94

=====

Entry 10:
55
Properties=species:S:1:pos:R:3 method="wB97M-V/def2-TZVPD" lumo_energy_ev="-10.1 / -12.2" orbital_gap_ev="7.074 / 5.204" s2=6.051 multiplicity=5 molar_mass_g_mol=677.6 charge=+3 e_tot_ev=-128451.3274
Os 0.24 0.46 -0.57
Br 0.06 6.14 0.88
S -2.18 1.65 -0.81
P -0.43 -0.78 -2.58
P 2.06 1.14 -1.93
N -1.05 -0.59 0.85
N -3.82 1.47 1.25
N -2.18 -0.09 1.27
N 1.30 -1.80 0.16
N 0.65 2.07 0.83
C 2.03 -4.22 1.35
C 0.72 -0.22 -3.91
C 3.72 1.18 -1.21
C -2.07 -0.50 -3.29
C 2.82 -3.63 0.38
C -2.74 0.97 0.68
C -0.28 -2.59 -2.54
C 0.51 4.38 1.41
C 1.86 2.80 -2.65
C 0.33 3.34 0.52
C 1.02 4.11 2.68
C 2.41 -2.42 -0.19
C 0.52 -2.37 1.11
C 2.13 0.01 -3.37
C -0.70 -1.70 1.45
C 0.86 -3.57 1.73
C 1.17 1.81 2.05
C 1.36 2.81 2.99
H 2.59 -0.93 -3.07
H 3.74 -4.09 0.05
H 0.31 0.70 -4.33
H 1.77 2.56 3.95
H -0.08 3.54 -0.46
H 2.32 -5.15 1.81
H -2.28 0.56 -3.42
H -4.23 1.03 2.06
H -2.84 -0.94 -2.66
H 1.44 0.79 2.26
H 0.22 -4.00 2.48
H 3.02 -1.94 -0.94
H -2.10 -0.99 -4.27
H -0.70 -2.97 -3.48
H 0.72 -0.97 -4.70
H 3.79 1.98 -0.47
H 1.15 4.91 3.40
H 1.99 3.55 -1.88
H -0.84 -3.01 -1.71
H 2.77 0.44 -4.14
H 0.88 2.93 -3.12
H 2.64 2.93 -3.40
H 0.77 -2.89 -2.47
H 3.98 0.24 -0.73
H 4.44 1.39 -2.01
H -1.34 -2.11 2.22
H -4.31 2.25 0.83